No. 1
The following is a DFT calculation (the ωB97M-V functional and the def2-TZVPD basis) of a 2-piece molecular cluster, C9H14O overall at a distorted geometry.

Structure (XYZ):
```
24
Properties=species:S:1:pos:R:3:lowdin_charge:R:1
C -1.467 -2.370 -0.534 -0.046
C -0.046 -0.810 -1.905 -0.059
C -0.349 -1.335 -0.666 -0.284
C 1.060 0.007 -2.060 -0.027
C 0.615 -1.233 0.349 -0.062
C 1.904 0.248 -0.964 -0.332
C 1.738 -0.430 0.237 -0.043
O 2.637 1.417 -1.025 0.021
H -0.733 -0.919 -2.736 0.112
H 1.361 0.373 -3.038 0.112
H -1.914 -2.386 0.450 0.070
H -0.916 -3.299 -0.754 0.089
H 0.317 -1.647 1.304 0.115
H 2.454 -0.095 0.981 0.124
H 2.949 1.586 -1.934 0.110
H -2.171 -2.276 -1.354 0.069
C -0.199 1.731 1.510 -0.163
C -1.674 1.588 1.884 -0.156
H 0.284 2.634 1.924 0.073
H 0.387 0.991 2.046 0.047
H -0.010 1.698 0.446 0.057
H -2.149 2.534 2.126 0.057
H -2.285 1.189 1.073 0.054
H -1.792 0.804 2.640 0.062
```

HOMO in eV: -8.34
Orbital gap in Eh: 0.3385
Total energy in Ha: -426.53541
Energy relative to the best compared isomer or geometry (same formula, charge and spin) in kJ/mol: 98.1



No. 2
The following is a DFT calculation (the ωB97M-V functional and the def2-TZVPD basis) of C9H14O as an isolated structure at a distorted geometry.

Structure (XYZ):
```
24
Properties=species:S:1:pos:R:3:lowdin_charge:R:1
C -0.217 -1.414 0.579 -0.444
C 0.349 0.692 -0.540 -0.486
C 0.420 -0.535 1.571 -0.213
C -0.181 -0.727 -0.748 -0.039
C 0.935 0.714 0.889 -0.065
C -0.271 -2.914 0.657 -0.001
C 1.352 1.157 -1.592 -0.045
C -1.009 1.414 -0.737 -0.197
C -1.674 2.098 0.234 0.038
O -0.987 -0.693 1.559 0.022
H 0.923 -0.915 2.454 0.149
H 0.251 -1.290 -1.570 0.121
H -1.389 -0.146 -1.015 0.199
H 2.024 0.640 0.835 0.122
H 0.680 1.629 1.422 0.111
H -1.139 1.714 -1.775 0.116
H -0.353 -3.231 1.696 0.087
H 0.628 -3.348 0.219 0.085
H -1.141 -3.288 0.116 0.086
H 0.941 1.051 -2.596 0.081
H 1.593 2.209 -1.438 0.089
H 2.264 0.563 -1.541 0.083
H -2.678 2.455 0.071 0.051
H -1.320 2.166 1.251 0.051
```

HOMO in eV: -8.52
Orbital gap in Eh: 0.3467
Total energy in Ha: -426.44592
Energy relative to the best compared isomer or geometry (same formula, charge and spin) in kJ/mol: 333.1



No. 3
The following is a DFT calculation (the ωB97M-V functional and the def2-TZVPD basis) of a 2-piece molecular cluster, C9H14O overall at a distorted geometry.

Structure (XYZ):
```
24
Properties=species:S:1:pos:R:3:lowdin_charge:R:1
C 2.216 -0.761 -1.188 -0.166
C 1.894 0.381 -2.134 -0.168
H 1.357 -1.357 -0.895 0.048
H 2.982 -1.407 -1.622 0.065
H 2.624 -0.303 -0.282 0.058
H 1.519 0.144 -3.141 0.066
H 1.064 0.968 -1.742 0.047
H 2.742 1.047 -2.320 0.066
C -0.192 2.406 0.949 -0.057
C -2.515 -0.565 0.337 -0.011
C -1.749 -1.587 0.872 -0.326
C -2.022 0.745 0.299 -0.040
C -0.777 1.036 0.809 -0.298
C -0.397 -1.351 1.205 -0.029
C 0.055 -0.056 1.158 -0.069
O -2.326 -2.807 1.103 0.049
H -3.507 -0.855 0.007 0.116
H -2.603 1.638 0.080 0.114
H 0.126 -2.235 1.564 0.120
H -1.633 -3.442 0.988 0.085
H -0.149 2.864 1.931 0.079
H -0.662 3.056 0.199 0.081
H 1.116 0.116 1.267 0.098
H 0.836 2.325 0.557 0.075
```

HOMO in eV: -8.48
Orbital gap in Eh: 0.3424
Total energy in Ha: -426.54985
Energy relative to the best compared isomer or geometry (same formula, charge and spin) in kJ/mol: 60.2



No. 4
The following is a DFT calculation (the ωB97M-V functional and the def2-TZVPD basis) of a 2-piece molecular cluster, C9H14O overall at a distorted geometry.

Structure (XYZ):
```
24
Properties=species:S:1:pos:R:3:lowdin_charge:R:1
C 1.876 0.680 -2.227 -0.050
C -1.289 -1.293 -2.920 -0.095
C -1.711 -1.588 -1.637 -0.102
C -0.106 -0.592 -3.123 -0.060
C 0.651 -0.182 -2.040 -0.284
C -0.905 -1.264 -0.542 -0.084
C 0.241 -0.536 -0.753 -0.059
H -1.880 -1.685 -3.746 0.102
H -2.573 -2.243 -1.518 0.100
H 0.209 -0.288 -4.112 0.109
H -1.230 -1.663 0.399 0.098
H 1.554 1.686 -2.477 0.081
H 2.489 0.272 -3.016 0.075
H 0.960 -0.377 0.052 0.102
H 2.410 0.824 -1.302 0.066
C 0.080 1.738 3.780 -0.323
C 1.419 1.059 3.568 -0.093
O -1.028 0.852 3.612 -0.091
H 0.043 2.225 4.770 0.111
H -0.053 2.484 3.007 0.107
H 1.741 0.337 4.316 0.071
H -1.042 0.203 4.334 0.087
H 2.180 1.817 3.414 0.071
H 1.332 0.492 2.638 0.061
```

HOMO in eV: -8.93
Orbital gap in Eh: 0.3615
Total energy in Ha: -426.55253
Energy relative to the best compared isomer or geometry (same formula, charge and spin) in kJ/mol: 53.2